No. 1
Entry from the Open Molecules 2025 dataset: a molecular structure, C12H44B3ClHfO12S4 at a distorted geometry (ωB97M-V/def2-TZVPD).

Geometry as XYZ:
```
77
Properties=species:S:1:pos:R:3:forces:R:3:mulliken_charge:R:1
Hf 0.3028 0.4211 -1.7234 0.37 0.16 -2.22 -1.178
B 0.2482 -2.0203 -1.5095 -0.48 -1.52 -0.05 0.763
H 0.1786 -1.3819 -0.5910 -0.24 1.51 2.22 -0.423
H 0.3941 -3.1087 -1.1528 0.33 -1.14 0.49 -0.157
H -0.7227 -1.9325 -2.0703 -1.68 0.00 -1.17 -0.252
H 1.0864 -1.6957 -2.1889 1.94 0.89 -1.10 -0.011
B -0.2845 -0.0172 -4.0680 0.23 0.07 -0.51 0.628
H -1.1638 -0.2227 -3.3957 -2.08 -0.69 1.33 -0.294
H 0.5957 -0.5750 -3.6501 2.02 -1.76 0.70 -0.002
H -0.4124 -0.1858 -5.1973 -0.21 -0.20 -1.09 -0.185
H 0.0240 1.0355 -3.8222 0.58 2.70 0.13 0.151
B -1.0680 2.4151 -2.0203 -0.82 0.88 -0.04 1.122
H -1.6208 1.5899 -2.5383 -1.12 -1.53 -1.08 -0.354
H -0.9703 2.1821 -0.9261 -0.33 -0.34 2.73 -0.369
H 0.0044 2.3878 -2.3487 2.77 0.08 -1.21 0.017
H -1.4779 3.4460 -2.3274 -0.48 1.13 0.02 -0.209
Cl 2.7422 1.0934 -2.8484 -1.31 -0.40 0.78 -0.479
O 0.2424 -0.3007 3.1465 -0.28 0.13 -0.57 -0.759
S -0.5972 0.4183 2.2287 -0.64 1.41 -0.19 0.787
O -0.2934 0.5335 0.8281 -0.09 -0.79 0.66 -0.310
O -2.0920 -0.1594 2.2877 0.89 0.05 -0.38 0.371
C -2.6663 -0.3621 3.5807 -1.11 0.51 0.51 -0.382
C -3.9012 -1.2632 3.5419 1.28 -1.03 0.93 -1.373
C -0.8039 2.1239 2.7872 -0.44 -0.60 -0.21 -0.856
H -2.9741 0.6018 3.9988 0.10 0.15 -0.25 0.253
H -1.9330 -0.7672 4.2785 0.06 -0.24 -0.22 0.417
H -4.2317 -1.2665 4.5846 -0.37 0.11 -0.10 0.428
H -3.5272 -2.2832 3.4128 -0.25 -0.06 -0.35 0.309
H -4.7433 -1.1008 2.8805 0.26 0.63 -0.22 0.350
H -1.4568 2.1179 3.6585 0.43 0.05 0.26 0.493
H -1.3123 2.7020 2.0172 0.07 -0.30 -0.27 0.273
H 0.1797 2.5545 2.9431 0.06 -0.11 0.25 0.105
O -4.1335 0.3911 -0.0311 0.60 -0.56 -0.48 -0.649
S -3.4069 -0.3745 -1.0121 -0.50 0.19 -1.08 1.522
O -1.9741 -0.2366 -1.1210 -1.42 -0.59 0.76 -0.171
O -3.7315 -1.9511 -0.8360 0.87 0.99 0.16 -0.133
C -5.1150 -2.3031 -0.6812 -1.30 1.17 -0.26 -0.396
C -5.3110 -3.2444 0.4679 0.71 -0.98 -0.04 -1.158
C -4.1508 -0.0991 -2.6572 -0.09 0.19 1.39 -1.241
H -5.5000 -2.6374 -1.6493 0.35 -0.64 0.12 0.358
H -5.7263 -1.4059 -0.5250 0.37 0.13 0.34 0.404
H -4.8838 -4.2160 0.2038 -0.21 -0.07 0.05 0.356
H -6.3554 -3.3764 0.7426 -0.06 0.08 -0.19 0.369
H -4.7552 -2.9386 1.3513 -0.07 0.37 -0.03 0.117
H -3.9817 -0.9868 -3.2562 0.24 0.17 -0.19 0.329
H -3.7762 0.8399 -3.0564 0.38 -0.19 -0.12 0.392
H -5.2085 0.0516 -2.4427 -0.06 -0.20 -0.10 0.459
O 1.2297 2.2631 -0.3628 0.30 0.18 0.54 -0.463
S 2.0812 3.2622 0.2224 1.64 -0.90 -0.39 0.931
O 1.5986 4.0275 1.3398 0.12 -0.20 -0.77 -0.659
O 3.4438 2.4721 0.6146 -1.30 0.09 0.01 -0.053
C 4.2346 2.9205 1.7185 0.20 0.84 1.02 -0.454
C 3.5996 2.7758 3.0931 -0.57 -0.42 0.33 -1.084
C 2.7704 4.2291 -1.0958 -0.50 0.27 0.31 -0.895
H 4.5538 3.9530 1.5458 -0.14 0.08 -0.08 0.433
H 5.1487 2.3323 1.7605 -0.17 -0.31 -0.62 0.357
H 2.6975 3.3487 3.3044 0.19 0.33 -0.44 0.284
H 4.3223 3.0530 3.8619 0.15 -0.12 -0.10 0.422
H 3.3003 1.7371 3.2467 0.29 -0.09 0.01 0.230
H 2.0738 5.0240 -1.3581 0.05 0.05 0.11 0.371
H 2.9175 3.5724 -1.9531 0.05 -0.23 0.18 0.205
H 3.7112 4.6059 -0.7036 -0.01 0.22 -0.16 0.370
O 3.8253 -0.1491 1.6633 -0.14 -0.27 -0.58 -0.675
S 3.1117 -0.9263 0.6985 0.33 -1.79 -0.87 1.031
O 2.0720 -0.3564 -0.1250 0.64 0.48 0.46 0.375
O 4.1924 -1.6169 -0.2955 -0.48 0.95 1.49 -0.395
C 3.6741 -2.3268 -1.4361 0.04 0.15 -1.23 0.570
C 4.7553 -3.2650 -1.9353 0.02 -0.01 0.44 -1.568
C 2.4587 -2.4158 1.5005 0.98 0.68 0.07 -1.005
H 3.4486 -1.5705 -2.1911 -0.08 -0.06 0.01 -0.024
H 2.7434 -2.8557 -1.2302 0.12 0.00 0.35 0.094
H 5.0059 -3.9855 -1.1543 0.06 -0.05 -0.06 0.341
H 5.6597 -2.7219 -2.2056 -0.02 0.07 0.02 0.351
H 4.4144 -3.8158 -2.8105 -0.13 0.07 -0.01 0.400
H 3.2838 -3.1269 1.5021 -0.05 -0.07 -0.31 0.485
H 1.6022 -2.7770 0.9409 -0.18 0.05 0.24 0.201
H 2.3341 -2.1595 2.5501 -0.71 0.13 -0.13 0.390
```
Forces are in eV/Å.

Output
Largest force on an atom, hartree/bohr: 0.059
E, eV: -96922.2306
Charge: 0
Gap between HOMO and LUMO, eV: 9.29

No. 2
Entry from the Open Molecules 2025 dataset: a molecular structure, C22H6F15GeN2O3SV at a distorted geometry (ωB97M-V/def2-TZVPD).

Geometry as XYZ:
```
51
Properties=species:S:1:pos:R:3:forces:R:3:mulliken_charge:R:1
V 0.3563 -1.9721 -2.4095 -0.30 -0.85 0.55 0.421
N -1.7635 -2.8407 -2.0416 0.78 -0.05 2.72 -0.505
C -2.7358 -1.8479 -2.4228 -0.22 1.38 -2.66 -0.146
C -2.1652 -0.6575 -3.3047 1.33 -1.04 1.24 0.174
O -2.9378 0.1655 -3.7647 -0.30 0.32 -0.33 -0.753
N -0.8278 -0.7433 -3.4067 -0.95 -0.63 0.72 0.160
C -0.0779 0.0812 -4.2624 -0.23 2.11 -2.03 -0.447
C 1.3665 -0.4252 -4.4915 -0.24 2.14 -1.62 0.486
O 2.1324 0.0545 -5.3314 -0.99 -0.11 0.67 -0.746
O 1.6435 -1.3977 -3.7428 1.00 -2.01 1.40 -0.777
H -1.8715 -3.6878 -2.5537 -0.15 -0.57 -0.45 0.206
H -1.8956 -3.0964 -1.0236 0.40 0.35 -1.53 0.238
H -3.2700 -1.3779 -1.6246 -0.33 -0.21 0.54 -0.093
H -3.4288 -2.2449 -3.1680 -0.46 -0.26 0.48 0.438
H -0.1365 1.1546 -3.9966 0.59 -0.27 0.36 0.297
H -0.5682 0.1558 -5.2428 0.13 -0.31 -0.22 0.410
F 0.0518 -3.0033 3.2137 0.49 -0.39 -1.44 -0.342
C 0.2641 -1.7349 3.5629 -0.53 -0.70 1.40 0.078
C 0.6365 -0.6895 2.7679 -0.36 1.58 -1.95 -0.705
C 0.5988 0.5715 3.3825 -0.03 -1.08 1.37 0.269
F 0.9207 1.7346 2.8177 0.05 0.03 -1.02 -0.389
C 0.2404 0.7137 4.7071 -0.34 0.61 0.21 0.267
F 0.1025 1.9429 5.2148 0.14 0.23 0.22 -0.313
C -0.0873 -0.3671 5.4921 -0.51 -0.63 0.20 0.667
F -0.5795 -0.2573 6.7363 0.44 0.36 -0.21 -0.303
C -0.0417 -1.6119 4.9163 0.43 0.86 -0.12 0.214
F -0.3177 -2.6815 5.6457 -0.27 -0.36 0.18 -0.318
Ge 0.7952 -0.5672 0.6785 -0.46 0.02 1.39 1.503
S 1.1049 -2.4996 -0.1206 -0.01 -0.36 -0.20 -0.584
C 2.3277 0.6350 0.4969 -0.45 0.18 -1.01 -0.039
C 2.5653 1.3956 -0.6522 0.52 -0.20 1.23 -0.055
F 1.7473 1.2793 -1.6712 -0.66 0.05 -0.76 -0.119
C 3.6789 2.2183 -0.7908 -1.47 -1.42 -0.53 -0.156
F 3.8821 2.7650 -1.9670 0.40 0.88 -0.62 -0.284
C 4.5959 2.2617 0.2185 -0.60 0.50 -0.67 0.561
F 5.6452 3.0197 0.0969 1.41 0.83 -0.03 -0.311
C 4.3750 1.5307 1.3298 1.17 -0.32 1.80 0.182
F 5.2847 1.5908 2.3320 -0.23 -0.05 -0.32 -0.326
C 3.3035 0.6922 1.4453 0.43 -0.45 0.71 0.621
F 3.3435 -0.1112 2.5265 -0.41 0.15 -0.08 -0.375
C -0.9955 0.3264 0.2403 1.30 -0.75 1.03 0.519
C -2.0979 -0.4264 0.5502 -0.45 -2.13 0.32 -0.095
F -1.9298 -1.7454 0.9623 -0.24 1.39 -0.32 -0.492
C -3.3917 0.0045 0.3851 0.05 0.46 -0.63 -0.310
F -4.4569 -0.7780 0.5162 -0.02 -0.38 0.35 -0.343
C -3.5867 1.2671 -0.1581 -1.40 -0.15 -0.23 0.919
F -4.8659 1.6094 -0.4800 1.23 -0.06 0.40 -0.356
C -2.5373 2.1173 -0.4074 -0.37 -0.65 0.37 0.107
F -2.8824 3.3350 -0.8571 1.08 -0.34 0.18 -0.320
C -1.2476 1.6085 -0.1199 -0.45 2.78 -1.01 0.625
F -0.2659 2.5340 -0.2239 0.05 -0.51 -0.09 -0.358
```
Forces are in eV/Å.

Output
Largest force on an atom, hartree/bohr: 0.058
ΔE to the lowest compared entry with this formula, charge and spin, kJ/mol: 0.0
E, eV: -165836.7833
Charge: -1
Spin multiplicity: 4
Gap between HOMO and LUMO (spin up / spin down), eV: 6.66 / 8.14

No. 3
Entry from the Open Molecules 2025 dataset: a single C5H12 molecule at a distorted geometry (ωB97M-V/def2-TZVPD).

Geometry as XYZ:
```
17
Properties=species:S:1:pos:R:3:forces:R:3:mulliken_charge:R:1
C 0.0157 1.4098 -1.4363 -0.24 0.18 0.20 -1.310
C -0.3201 -0.0044 -1.0118 -1.28 -0.23 -4.44 -0.665
C 0.1127 -0.4802 0.3325 3.31 -2.31 -2.22 1.206
C -0.7869 -1.4916 1.0107 -0.01 0.04 -0.01 -1.457
C 0.8793 0.4354 1.2602 -0.09 0.30 -0.03 -1.424
H -0.5178 2.1202 -0.7950 0.17 0.06 -0.11 0.311
H 1.0852 1.6111 -1.3655 -0.02 0.03 0.01 0.283
H -0.2905 1.5777 -2.4716 0.02 0.01 0.12 0.393
H -1.3785 -0.2078 -1.1785 -0.32 0.34 -0.01 0.321
H 0.1822 -0.7426 -1.9587 -1.53 1.95 2.18 0.220
H 0.8478 -0.9862 -0.4967 0.20 -0.54 4.38 0.014
H -1.2717 -2.1555 0.2890 0.08 0.08 0.04 0.386
H -1.5780 -0.9877 1.5787 0.00 0.01 -0.05 0.336
H -0.2261 -2.1148 1.7165 -0.07 0.12 -0.10 0.359
H 1.7111 0.9294 0.7475 -0.16 -0.06 0.12 0.315
H 0.2377 1.2179 1.6800 0.01 -0.01 0.06 0.311
H 1.2980 -0.1305 2.0990 -0.07 0.04 -0.15 0.398
```
Forces are in eV/Å.

Output
Largest force on an atom, hartree/bohr: 0.090
ΔE to the lowest compared entry with this formula, charge and spin, kJ/mol: 232.8
E, eV: -5377.5266
SMILES string: CCC(C)C
Charge: 0
Gap between HOMO and LUMO, eV: 9.78

No. 4
Entry from the Open Molecules 2025 dataset: a molecular structure, C2H6BrOP at a distorted geometry (ωB97M-V/def2-TZVPD).

Geometry as XYZ:
```
11
Properties=species:S:1:pos:R:3:forces:R:3:mulliken_charge:R:1
C 0.2608 0.0117 1.4089 4.57 2.58 -1.24 -0.962
C 0.3651 -0.4445 -1.3455 0.68 3.08 0.45 -0.938
O -0.8981 2.4877 -0.4910 0.32 -0.30 0.06 -0.394
P -0.6813 0.3148 -0.0650 -0.17 2.04 -0.77 0.626
Br -2.4710 -0.8095 0.3261 -0.97 -1.14 0.01 -0.232
H 0.4018 0.8965 2.0714 -0.50 -0.56 -0.52 0.300
H -0.0586 -0.7922 1.9293 -1.07 -2.58 1.76 0.394
H 1.3624 -0.2180 1.0211 -2.14 0.42 1.02 0.242
H -0.1655 -1.0004 -2.0172 -1.29 -2.21 -1.38 0.388
H 0.6804 0.4156 -2.0067 0.07 -0.60 0.96 0.283
H 1.2041 -0.8616 -0.8314 0.50 -0.74 -0.35 0.295
```
Forces are in eV/Å.

Output
Largest force on an atom, hartree/bohr: 0.105
ΔE to the lowest compared entry with this formula, charge and spin, kJ/mol: 93.4
E, eV: -83545.7767
Charge: 0
Spin multiplicity: 3
Gap between HOMO and LUMO (spin up / spin down), eV: 8.07 / 9.10

No. 5
Entry from the Open Molecules 2025 dataset: a molecular structure, C2HCl3I2 at a distorted geometry (ωB97M-V/def2-TZVPD).

Geometry as XYZ:
```
8
Properties=species:S:1:pos:R:3:forces:R:3:mulliken_charge:R:1
C -0.1235 -0.7705 0.0188 1.31 -0.63 0.01 -0.124
C -1.0480 -1.1529 -1.0876 -2.07 1.99 0.45 -0.475
Cl -0.4086 -1.8179 1.3966 0.56 -0.34 0.59 -0.069
Cl 1.5827 -1.0781 -0.7414 -1.04 0.62 1.24 -0.130
Cl -1.0780 -2.8157 -1.3276 -0.49 -0.94 -0.72 -0.017
I -3.1079 -0.2458 -0.0269 1.05 -0.80 -0.91 0.082
I -0.8724 0.0330 -2.8605 -0.03 -0.27 0.29 0.274
H -0.3034 0.1997 0.4767 0.70 0.36 -0.97 0.460
```
Forces are in eV/Å.

Output
Largest force on an atom, hartree/bohr: 0.057
ΔE to the lowest compared entry with this formula, charge and spin, kJ/mol: 0.0
E, eV: -55857.4552
Charge: 0
Gap between HOMO and LUMO, eV: 7.81

No. 6
Entry from the Open Molecules 2025 dataset: a molecular structure, C19H54Ba2O17 at a distorted geometry (ωB97M-V/def2-TZVPD).

Geometry as XYZ:
```
92
Properties=species:S:1:pos:R:3:forces:R:3:mulliken_charge:R:1
Ba -0.8672 -1.8168 -3.3542 -3.47 -0.72 -5.10 2.043
Ba 1.5132 1.5035 3.1553 8.62 4.53 13.08 1.662
C -1.0405 0.6166 0.1419 4.05 0.63 0.63 1.011
C -0.0053 0.7969 1.1477 0.63 -2.98 -7.59 3.050
C 1.4593 0.3505 0.7440 -3.57 -0.76 -4.35 0.988
O 2.3576 0.6371 1.5297 -8.19 1.70 -1.83 -1.643
C 1.6657 -0.3148 -0.5232 -1.15 2.09 3.09 0.046
C 0.6474 -0.4847 -1.4262 0.30 -0.24 -0.10 1.622
C -0.7952 -0.0010 -1.1124 -1.07 1.52 -0.90 -0.957
O -1.7897 0.0218 -2.0125 9.25 -3.05 3.05 -1.335
O 0.9525 -1.0398 -2.5512 -0.14 3.38 3.01 -1.341
O -0.2967 1.3285 2.2209 -1.55 -8.76 -3.48 -1.954
H -2.0189 0.9688 0.4336 1.41 -0.25 -0.57 -1.005
H 2.7049 -0.4751 -0.7698 -1.02 -0.14 -0.36 -0.518
C -0.9602 2.8413 4.4809 0.56 1.01 -0.24 -0.773
O -0.1053 2.8226 3.2896 3.60 6.16 12.86 -0.841
H -1.6289 1.9902 4.6094 0.62 0.66 -0.20 0.168
H -0.3481 2.8695 5.3824 0.20 0.37 -0.08 0.381
H -1.5852 3.7321 4.4171 0.12 0.10 0.28 0.362
H -0.6605 2.9068 2.5110 1.04 2.32 4.43 1.597
C 1.5568 -3.3406 -2.2112 1.89 -2.32 0.89 -0.785
O 0.6944 -3.3884 -3.3462 2.30 -2.57 0.09 -0.648
H 1.7365 -4.3571 -1.8614 -0.21 -0.20 0.01 0.479
H 2.5341 -2.9876 -2.5405 -0.17 0.34 0.19 0.481
H 1.2220 -2.8125 -1.3184 -0.61 -0.17 -0.68 0.183
H 1.2404 -3.7803 -4.0317 0.00 -0.36 -0.38 0.314
C 4.3285 0.3711 -0.4344 2.02 -0.61 1.45 -0.771
O 4.1074 0.0872 0.9309 8.42 -0.89 -2.27 -0.755
H 3.6690 1.1365 -0.8434 -0.19 -0.01 -0.07 0.202
H 5.3467 0.7373 -0.5653 0.08 -0.06 -0.19 0.461
H 4.2414 -0.6233 -0.8723 0.44 0.60 -1.11 0.442
H 3.2637 0.4443 1.2177 5.65 -0.60 -1.76 1.606
C 3.2492 0.2924 -3.4621 -0.98 -0.16 0.46 -0.563
O 3.2125 -0.9083 -2.7355 3.73 -1.13 -0.20 -0.684
H 4.1539 0.4373 -4.0525 -0.16 -0.61 -0.10 0.420
H 2.3339 0.1979 -4.0464 0.17 1.07 -0.85 0.150
H 3.1983 1.1543 -2.7968 -0.10 0.16 -0.15 0.075
H 2.3569 -1.0899 -2.3397 0.72 0.39 -1.25 -0.240
C -0.4034 -2.2383 0.8458 0.17 -0.72 -0.30 0.214
O -0.7471 -3.5948 0.8322 -0.37 -0.05 -0.12 -0.625
H -0.9777 -1.6768 0.1090 -0.17 -0.86 0.10 -0.226
H -0.6248 -1.7620 1.8009 -0.08 -0.19 -0.35 1.161
H 0.6508 -2.1574 0.5806 -0.25 0.19 0.14 -0.216
H -0.3926 -3.9802 1.6368 -0.02 -0.39 -0.02 0.404
C -2.4154 0.4876 3.4405 -0.01 0.55 0.08 -0.961
O -2.0719 -0.1864 2.2294 5.85 2.31 6.80 -0.537
H -1.6657 0.4283 4.2295 0.10 -0.63 -0.32 0.191
H -2.4963 1.5255 3.1175 -0.37 -0.40 1.16 0.502
H -3.3527 0.1525 3.8846 -0.09 -0.35 -0.53 0.541
H -1.1897 0.1073 1.9904 -1.35 -0.97 0.91 -2.078
C 1.6057 -1.5222 2.8974 0.16 -0.63 0.71 -1.144
O 0.5268 -0.6316 3.2265 -0.30 -2.36 0.87 -0.589
H 2.0672 -1.9130 3.8042 0.06 -0.05 0.01 0.369
H 1.2822 -2.3245 2.2343 -0.02 0.32 0.77 0.215
H 2.3122 -0.9272 2.3186 -0.04 -1.17 1.16 0.840
H -0.0976 -1.0651 3.8128 -0.22 -0.34 0.08 0.377
C -3.3370 -0.5698 -0.0019 -0.98 -2.35 0.62 -0.491
O -3.5492 -1.0731 1.2828 -6.12 -2.83 -3.60 -0.776
H -2.4241 -1.0532 -0.3501 -0.58 -0.04 -0.11 0.418
H -4.1112 -0.9534 -0.6665 -0.28 0.39 0.02 0.704
H -3.2075 0.5084 -0.0954 -1.57 -0.74 -0.02 0.703
H -3.0760 -0.4926 1.8834 -2.51 -1.24 -1.45 1.081
C -2.1688 2.8893 -2.0779 -0.55 0.04 -1.01 -1.187
O -2.8260 1.7832 -1.5484 -2.77 4.06 0.94 -0.709
H -1.5539 2.5033 -2.8909 -0.10 0.58 -0.34 0.698
H -2.8780 3.5970 -2.5072 -0.17 -0.12 0.08 0.374
H -1.5560 3.4503 -1.3723 0.21 0.01 0.29 0.214
H -2.2206 1.0519 -1.4063 -1.01 1.46 -0.40 -0.205
C 0.9218 2.1561 -2.1443 -0.73 0.34 -0.01 0.571
O 1.7539 2.9846 -2.8712 0.68 0.47 -0.37 -0.572
H 1.0787 1.1150 -2.4266 0.15 0.92 -0.35 -0.020
H 1.1009 2.2459 -1.0729 0.12 -0.02 0.36 0.288
H -0.1033 2.4680 -2.3441 0.57 -0.64 0.35 -0.499
H 1.3806 3.8611 -2.7525 0.34 0.36 -0.34 0.407
C 3.2408 -2.3714 0.4544 0.15 -0.20 -0.72 -0.357
O 2.5502 -3.3154 1.1853 -0.42 -1.73 0.89 -0.596
H 2.8677 -2.4902 -0.5628 0.76 0.06 0.10 0.121
H 2.9766 -1.3707 0.7962 0.83 -1.09 -0.23 -0.025
H 4.3119 -2.5580 0.5328 0.10 0.38 -0.29 0.452
H 2.9334 -3.2787 2.0648 0.10 -0.63 0.13 0.356
C -3.7363 -0.6551 -3.1913 -1.44 2.23 -1.63 -0.854
O -3.0850 -1.8498 -3.0184 -2.88 -3.39 1.41 -0.524
H -3.6448 -0.4628 -4.2603 -0.24 0.78 -0.26 0.363
H -4.8031 -0.6247 -2.9701 0.16 -0.31 0.38 0.340
H -3.1057 0.0091 -2.6003 -3.02 0.20 -1.33 0.836
H -3.6585 -2.5917 -3.2240 -0.34 -0.32 0.10 0.221
C -2.6347 2.6252 1.3423 -1.45 2.30 -1.23 -0.913
O -1.3319 2.9383 1.8343 -11.97 4.46 -11.85 -0.304
H -2.5540 2.7776 0.2660 -0.63 0.08 0.30 0.122
H -3.0549 1.6316 1.4983 0.34 0.29 0.39 0.635
H -3.3447 3.3497 1.7410 0.11 -0.03 0.08 0.505
H -0.8057 2.2185 1.4786 -1.15 1.55 -1.74 -0.742
```
Forces are in eV/Å.

Output
Largest force on an atom, hartree/bohr: 0.339
ΔE to the lowest compared entry with this formula, charge and spin, kJ/mol: 3567.1
E, eV: -56724.6244
Charge: +2
Gap between HOMO and LUMO, eV: 4.70